The following is a DFT calculation (the ωB97M-V functional and the def2-TZVPD basis) of C6H14O3ScSe3Te as an isolated structure.

ORCA input file:
```
! wB97M-V def2-TZVPD RIJCOSX def2/J DEFGRID3
* xyz 1 1
Sc -0.39902 0.45744 -0.81432
C 2.32819 2.27881 -1.00116
O 1.39747 1.54605 -0.17457
C 1.94148 1.30153 1.13162
C 0.84982 0.68327 1.96654
O 0.28203 -0.34347 1.13836
C -0.70804 -1.17438 1.76915
C -1.05345 -2.22635 0.74776
O -1.23610 -1.55833 -0.50983
C -1.82374 -2.42431 -1.50451
H 3.26682 1.72815 -1.05898
H 2.48531 3.26523 -0.56734
H 1.89553 2.36312 -1.99042
H 2.27477 2.24226 1.57226
H 2.79168 0.62303 1.03272
H 0.07388 1.40824 2.22480
H 1.26069 0.24310 2.87617
H -1.57636 -0.56195 2.02100
H -0.29059 -1.62933 2.66847
H -1.97470 -2.73702 1.03296
H -0.25149 -2.95975 0.63676
H -2.82994 -2.69695 -1.18720
H -1.20440 -3.31471 -1.61680
H -1.85568 -1.87418 -2.43753
Se 0.34263 -0.00407 -3.26857
Se -0.74927 2.06925 -3.03625
Te -2.98590 1.39563 -1.99598
Se -2.25164 1.89969 0.34487
*
```

Output
* LUMO energy: -3.765 eV
* DFT total energy: -236621.795 eV
* frontier orbital gap: 7.108 eV
* energy relative to the best compared isomer or geometry (same formula, charge and spin): 0.0 kJ/mol
* E_HOMO: -0.3996 hartree



The following is a DFT calculation (the ωB97M-V functional and the def2-TZVPD basis) of C3H4B2F10N2O8S2V as an isolated structure.

ORCA input file:
```
! wB97M-V def2-TZVPD RIJCOSX def2/J DEFGRID3
* xyz -3 3
O 0.41845 0.73861 -1.93150
V 0.01220 0.03998 -0.58938
B -1.66514 -1.09738 2.25440
F -1.96823 -2.46027 2.21796
F -0.67343 -0.80050 1.31266
F -2.74719 -0.40033 1.80044
F -1.26190 -0.69458 3.46195
B -2.94081 1.70618 -0.74994
F -1.72214 1.20972 -0.43995
F -3.86684 1.12798 0.02667
F -2.82309 3.05196 -0.62408
F -3.21707 1.47943 -2.12576
N 1.77149 -1.07854 -0.21553
S 3.46536 -0.72122 -0.17745
O 4.31403 -1.33975 -1.18419
O 3.99912 -0.26345 1.12410
F 3.28844 0.76866 -0.78512
S 2.02496 -2.47417 0.22419
O 2.57046 -2.68180 1.50603
O 2.46413 -3.30579 -0.91451
F 0.51367 -3.03105 0.36543
O -2.34786 -3.00212 -2.45588
C -2.35783 -2.05370 -1.52135
O -1.35526 -1.33390 -1.42835
O -3.30690 -1.83655 -0.73249
H -1.64126 -2.63799 -2.99413
C 1.76033 3.94012 0.71532
C 1.13295 2.65422 0.80510
N 0.54320 1.66040 0.92010
H 2.02878 4.31936 1.70133
H 0.96772 4.61317 0.38840
H 2.61956 3.90336 0.04565
*
```

Output
* LUMO energy (alpha / beta): 6.351 / 6.330 eV
* DFT total energy: -98432.167 eV
* frontier orbital gap (alpha / beta): 3.300 / 5.845 eV
* E_HOMO (alpha / beta): 0.1121 / 0.0178 hartree



The following is a DFT calculation (the ωB97M-V functional and the def2-TZVPD basis) of a 2-piece molecular cluster, C5H17N2 overall.

ORCA input file:
```
! wB97M-V def2-TZVPD RIJCOSX def2/J DEFGRID3
* xyz 2 2
C 0.79315 -1.58191 0.52173
N 0.55429 -0.83839 -0.74619
C 1.85371 -0.59759 -1.46407
C -0.36188 -1.60548 -1.66152
H 1.59286 -1.07695 1.07807
H 1.06374 -2.61289 0.33355
H -0.09684 -1.46623 1.14705
H 1.68633 -0.00772 -2.36068
H 2.52552 -0.05967 -0.79392
H 2.32308 -1.54846 -1.73529
H -0.08593 -1.43561 -2.69978
H -1.41373 -1.37174 -1.48692
H -0.21317 -2.66497 -1.46941
C -1.67849 1.33683 2.07241
C -0.47672 1.81990 1.24876
N -0.64617 1.63900 -0.16933
H -1.47327 1.45789 3.13940
H -2.56566 1.91929 1.82486
H -1.81567 0.27032 1.91944
H -0.32841 2.89747 1.48744
H 0.41712 1.24996 1.57048
H 0.10877 0.10300 -0.54261
H -0.14733 2.34883 -0.73384
H -1.61532 1.82513 -0.47963
*
```

Output
* LUMO energy (alpha / beta): -7.154 / -13.839 eV
* DFT total energy: -8420.814 eV
* frontier orbital gap (alpha / beta): 14.150 / 7.509 eV
* energy relative to the best compared isomer or geometry (same formula, charge and spin): 41.3 kJ/mol
* E_HOMO (alpha / beta): -0.7829 / -0.7845 hartree



The following is a DFT calculation (the ωB97M-V functional and the def2-TZVPD basis) of C24H19BrClF9IrN4O2P as an isolated structure.

ORCA input file:
```
! wB97M-V def2-TZVPD RIJCOSX def2/J DEFGRID3
* xyz 2 5
Ir 1.36228 0.27013 1.73421
C -1.13611 -0.50148 3.96218
C -0.94073 -1.37384 2.75569
C -1.83066 -2.48213 2.64888
C -1.76004 -3.33626 1.54856
C -0.82626 -3.10617 0.55637
C 0.04314 -2.04803 0.70508
N -0.08130 -1.16833 1.76888
C 1.06151 -1.65337 -0.31484
C 1.22363 -2.22551 -1.55111
C 2.24496 -1.76706 -2.38703
C 3.13053 -0.78906 -1.88444
C 2.90050 -0.21256 -0.67430
N 1.83257 -0.64623 0.07980
C 3.59615 0.92091 0.00053
C 4.71919 1.47135 -0.50254
C 5.27083 2.53375 0.17520
C 4.72706 3.02100 1.31544
C 3.69435 2.34073 1.87333
C 3.23458 2.66751 3.29273
N 3.09024 1.32597 1.21813
H -1.70254 0.40523 3.68574
H -0.19319 -0.27360 4.51495
H -1.68783 -1.07983 4.68638
H -2.55679 -2.69266 3.44972
H -2.45938 -4.06021 1.28369
H -0.96600 -3.68959 -0.34929
H 0.41835 -2.78350 -1.84412
H 2.28328 -2.12081 -3.50873
H 3.95169 -0.47197 -2.51403
H 5.21302 0.99266 -1.35572
H 6.12653 3.06384 -0.18661
H 5.27428 3.77460 1.92969
H 2.23926 2.35813 3.59698
H 3.38758 3.71089 3.52696
H 3.99868 2.13281 3.89850
Br -9.33854 0.13310 -3.67418
C -7.54671 0.74379 -4.23329
C -6.78391 0.08696 -5.31702
C -5.65720 0.70471 -5.84847
C -4.97665 1.62391 -5.11084
C -5.76283 2.11940 -4.04323
N -6.97385 1.78394 -3.66822
H -7.38097 -0.63890 -5.97750
H -5.40587 0.12393 -6.80220
H -4.27570 2.33030 -5.61898
H -5.46666 3.18049 -3.59494
F 3.09868 0.20694 5.90720
C 3.58934 -0.65346 5.04652
F 3.50477 -1.84649 5.55541
F 4.86602 -0.20847 4.82297
C 2.91737 -0.65256 3.70633
O 3.26221 -1.28216 2.76483
O 1.88167 0.12002 3.64566
Cl 0.06571 2.10107 1.62498
F -3.11780 -0.50849 -1.45236
P -1.80115 -0.34905 -2.37881
F -2.62629 -0.71707 -3.73875
F -0.40995 -0.22855 -3.14143
F -2.11253 1.20320 -2.55386
F -1.48677 -1.89306 -2.13967
F -0.94573 0.00921 -0.91498
*
```

Output
* LUMO energy (alpha / beta): -6.250 / -9.601 eV
* DFT total energy: -154388.599 eV
* frontier orbital gap (alpha / beta): 8.312 / 4.979 eV
* energy relative to the best compared isomer or geometry (same formula, charge and spin): 183.2 kJ/mol
* E_HOMO (alpha / beta): -0.5351 / -0.5358 hartree



The following is a DFT calculation (the ωB97M-V functional and the def2-TZVPD basis) of CHN5O4S as an isolated structure.

ORCA input file:
```
! wB97M-V def2-TZVPD RIJCOSX def2/J DEFGRID3
* xyz 0 1
C 0.65226 -0.98262 -0.32323
N 1.75135 -1.31439 0.09491
N 2.57882 -0.20942 0.25748
N 2.26641 0.98338 -0.31908
N -0.20710 -0.24476 -0.70228
N 3.01516 -0.00427 1.61336
O 3.18019 -0.95824 2.29020
O 3.21275 1.15688 1.83369
O 0.30589 2.55598 -0.35381
O 0.52188 0.99188 1.60915
S 0.95335 1.49165 0.30248
H -0.98645 0.04492 -0.13202
*
```

Output
* LUMO energy: -1.141 eV
* DFT total energy: -27519.307 eV
* frontier orbital gap: 9.182 eV
* E_HOMO: -0.3794 hartree



The following is a DFT calculation (the ωB97M-V functional and the def2-TZVPD basis) of a 8-piece molecular cluster, C31H43N3O8 overall.

ORCA input file:
```
! wB97M-V def2-TZVPD RIJCOSX def2/J DEFGRID3
* xyz 0 1
C -1.22816 -19.51177 18.02145
N -1.87285 -20.81615 17.72486
O -1.29254 -21.84671 18.17477
O -2.85818 -20.92445 17.00929
H -1.89044 -18.70771 17.70056
H -0.26723 -19.56741 17.50998
H -0.96428 -19.53233 19.07883
C -13.94556 -24.94251 26.35651
N -13.18735 -23.96715 25.49733
O -11.99385 -23.90785 25.64873
O -13.77861 -23.38669 24.63594
H -14.92449 -25.20703 25.95671
H -14.18449 -24.40387 27.27350
H -13.49405 -25.93370 26.31418
C -7.53416 -21.84078 20.35280
N -6.80358 -20.72262 21.14031
O -6.65882 -20.89439 22.31357
O -6.47639 -19.78153 20.42085
H -6.78960 -22.42685 19.81406
H -8.15572 -21.39439 19.57658
H -8.10000 -22.41546 21.08605
C -12.33419 -25.84996 15.58216
C -13.64438 -25.76344 16.00184
C -14.03458 -25.88230 17.33144
C -12.96747 -25.97278 18.26317
C -11.61920 -26.22332 17.85265
C -11.28120 -25.98627 16.51860
H -12.06599 -25.69280 14.54786
H -14.40709 -25.64951 15.24574
H -15.06176 -25.95806 17.65633
H -13.22795 -26.15670 19.29503
H -10.84834 -26.27845 18.60705
H -10.25981 -26.01477 16.16882
C -3.07269 -12.41470 17.01688
C -4.10986 -12.93532 17.71839
C -5.40645 -12.36779 17.60647
C -5.48807 -11.15289 16.98139
C -4.34988 -10.59021 16.32388
C -3.16622 -11.27202 16.23352
H -2.16103 -12.99142 17.06845
H -3.93160 -13.87228 18.22506
H -6.31699 -12.74755 18.04592
H -6.47188 -10.70760 16.96585
H -4.37997 -9.72968 15.67197
H -2.28996 -10.83398 15.77887
C -2.73352 -14.44197 28.44453
C -2.62913 -15.74159 27.98820
C -3.49059 -16.10830 26.94209
C -4.37563 -15.24840 26.32297
C -4.39506 -13.98634 26.74387
C -3.58344 -13.57789 27.80003
H -2.15628 -14.01748 29.25261
H -2.06123 -16.52385 28.46983
H -3.35738 -17.08211 26.49448
H -5.01901 -15.65165 25.55495
H -5.08958 -13.30448 26.27578
H -3.70818 -12.57507 28.18107
C -11.23189 -18.54020 15.56733
C -12.29196 -19.44526 15.65201
C -12.86506 -19.62943 16.89033
C -12.37339 -18.97979 18.01646
C -11.25846 -18.13780 17.94710
C -10.72319 -17.86541 16.67364
H -10.84473 -18.18144 14.62510
H -12.77921 -19.92221 14.81445
H -13.69556 -20.31493 16.97257
H -12.87509 -19.21478 18.94354
H -10.87348 -17.56509 18.77788
H -9.99199 -17.09251 16.48826
C -6.43721 -28.45980 24.22204
O -5.82411 -29.34427 23.23552
C -6.31908 -29.12808 21.88328
C -5.59784 -29.62397 20.67692
O -4.22956 -29.18909 20.60665
C -4.09377 -27.86194 20.08007
H -7.49355 -28.63971 24.42175
H -6.42178 -27.45140 23.80852
H -5.82141 -28.41251 25.12017
H -6.45761 -28.06050 21.71244
H -7.30996 -29.55412 21.72594
H -6.12616 -29.40298 19.74948
H -5.72843 -30.70277 20.59189
H -3.03839 -27.61182 19.97187
H -4.71790 -27.04691 20.44653
H -4.47116 -27.96726 19.06293
*
```

Output
* LUMO energy: 0.028 eV
* SMILES: C[N+](=O)[O-].C[N+](=O)[O-].C[N+](=O)[O-].c1ccccc1.c1ccccc1.c1ccccc1.c1ccccc1.COCCOC
* DFT total energy: -53681.583 eV
* frontier orbital gap: 9.192 eV
* energy relative to the best compared isomer or geometry (same formula, charge and spin): 0.0 kJ/mol
* E_HOMO: -0.3368 hartree